[1]
C16H28IN6PbSbSe4 | ωB97M-V/def2-TZVPD

Structure (XYZ):
```
57
Properties=species:S:1:pos:R:3
Pb -0.1170 0.9382 0.2718
N 1.6322 -0.6368 2.0451
C 2.3470 0.3172 2.8825
C 1.3832 1.3853 3.4017
N 0.8044 2.2176 2.3548
C 1.5898 3.3782 1.9299
C 2.4374 3.0922 0.6928
N 1.5333 2.7193 -0.3926
H 0.9610 -1.1525 2.6025
H 2.2734 -1.3080 1.6398
H 3.1340 0.7727 2.2817
H 2.8232 -0.1623 3.7503
H 1.9132 1.9982 4.1452
H 0.5625 0.8615 3.9001
H -0.0877 2.5649 2.6936
H 2.2193 3.7527 2.7458
H 0.8893 4.1690 1.6491
H 3.1415 2.2752 0.8722
H 3.0065 3.9980 0.4519
H 2.0483 2.5442 -1.2491
H 0.9423 3.5409 -0.5834
Se -2.2864 2.4983 -3.1815
Sb -2.5638 4.2678 -1.0533
Se -2.2142 2.4190 0.8428
Se -0.6722 0.9905 -2.6372
Se -0.4539 5.4642 -0.9347
C 2.3194 -0.4627 -3.3640
N 1.1972 -1.0127 -2.6297
C 1.6304 -1.8669 -1.5437
C 0.2732 -1.7243 -3.5006
C -1.0639 -1.8206 -2.8253
C -1.7140 -3.0261 -2.6198
C -2.9543 -3.0593 -2.0002
C -3.5650 -1.8816 -1.5986
C -2.9272 -0.6706 -1.8007
C -1.6742 -0.6444 -2.3915
H 2.8639 -1.2287 -3.9355
H 3.0073 0.0158 -2.6656
H 1.9463 0.2981 -4.0531
H 2.2633 -2.6931 -1.8922
H 0.7594 -2.2871 -1.0437
H 2.1854 -1.2802 -0.8147
H 0.6492 -2.7206 -3.7853
H 0.1516 -1.1281 -4.4134
H -1.2607 -3.9479 -2.9588
H -3.4586 -4.0045 -1.8565
H -4.5399 -1.9070 -1.1389
H -3.4098 0.2526 -1.5150
I -3.3539 -1.9405 5.3205
C -2.5650 -1.7520 3.3985
C -2.3212 -2.7677 2.5011
N -1.7632 -2.1863 1.4217
N -1.6487 -0.8705 1.5760
C -2.1279 -0.5818 2.7674
H -2.4847 -3.8219 2.5787
H -1.5071 -2.6150 0.5465
H -2.1542 0.4303 3.1146
```

Calculated values
Maximum force = 0.023 Eh/bohr
ΔE to the lowest compared entry with this formula, charge and spin = 13.91 kcal/mol
Total charge = 0

[2]
C16H28N2 | ωB97M-V/def2-TZVPD

Structure (XYZ):
```
46
Properties=species:S:1:pos:R:3
N -5.2588 -0.0365 1.8476
N 2.1945 -3.2722 1.2278
C -4.0628 -0.8615 2.1039
C 0.9040 -2.6091 1.4520
C -3.0711 -0.6704 0.9542
C 2.3351 1.6121 -2.9649
C 1.0830 2.4824 -2.8875
C 2.2656 2.5457 -0.8893
C -1.7520 -1.3773 1.2188
C 0.8071 0.5064 1.1379
C 2.6179 1.2092 -1.5245
C 0.7964 2.4246 -1.3601
C 0.6168 -1.6634 0.2480
C -0.7316 -0.9483 0.1194
C 1.6061 -0.4532 0.2868
C -0.3428 0.5639 0.1900
C 1.5873 0.1751 -1.1429
C 0.3062 0.9792 -1.1625
H -5.0193 0.9415 1.7927
H -5.7205 -0.3615 0.9879
H 2.8684 -2.6594 0.8048
H 2.5445 -3.6709 2.0812
H -4.3906 -1.9251 2.1705
H -3.6031 -0.6170 3.0592
H 0.1255 -3.3945 1.5279
H 0.9673 -2.0665 2.3671
H -3.4545 -1.0586 0.0221
H -2.9258 0.3860 0.8013
H 2.1888 0.7692 -3.6531
H 3.1958 2.2394 -3.3269
H 0.2840 2.0802 -3.4797
H 1.3293 3.4896 -3.2238
H 2.7828 3.3962 -1.2687
H 2.3690 2.6107 0.1890
H -1.9210 -2.4863 1.1696
H -1.4320 -1.1258 2.2258
H 1.2737 1.4450 1.3679
H 0.5167 0.0941 2.0884
H 3.6435 0.8878 -1.2960
H 0.1309 3.1896 -0.9928
H 0.8288 -2.2689 -0.6189
H -1.1301 -1.1418 -0.8724
H 2.6072 -0.7223 0.6008
H -1.1210 1.2778 0.4891
H 1.5464 -0.6082 -1.9131
H -0.3856 0.6927 -1.9544
```

Calculated values
SMILES string = NCCC[C@@H]1[C@H](CN)[C@@H]2C[C@H]1[C@H]1[C@@H]3CC[C@@H](C3)[C@@H]21
Maximum force = 0.054 Eh/bohr
ΔE to the lowest compared entry with this formula, charge and spin = 21.06 kcal/mol
Total charge = 0

[3]
C16H28N4O2S | ωB97M-V/def2-TZVPD

Structure (XYZ):
```
51
Properties=species:S:1:pos:R:3
C 3.6786 2.4877 2.9275
C 2.3920 2.1362 3.5492
H 2.5954 2.0944 4.5690
H 1.6743 2.8470 3.3587
C 2.1106 0.9151 3.2256
C 1.5742 0.6683 1.9740
N 1.1654 1.6574 1.3393
N 0.9280 1.1718 -0.1466
C 1.0528 -0.1475 -0.0759
N 1.3825 -0.5109 1.1666
C 1.7906 -2.0989 1.5598
H 1.1862 -2.6535 1.0680
C 3.1914 -2.0600 1.1472
O 3.5072 -3.6644 1.5123
C 3.9262 -3.6789 2.8263
H 2.9198 -3.6835 3.6775
H 4.1580 -4.6142 3.0670
H 4.5574 -3.0021 3.3258
H 3.2134 -2.3016 -0.0743
H 3.8217 -1.6277 1.6650
H 1.7024 -1.9401 2.6413
S 0.5588 -1.4271 -1.1740
C 0.2516 -0.2034 -2.6799
H 0.3598 0.7967 -2.1285
C -0.9159 -0.3481 -3.5414
O -1.2130 -0.7912 -4.4983
N -2.2316 0.2481 -2.5622
C -2.2011 0.6175 -1.4488
H -1.2312 0.9171 -0.8407
C -3.0420 2.0915 -1.4126
C -4.3340 1.7726 -2.0610
C -4.2013 1.1936 -3.3713
H -5.3335 0.8597 -3.7084
H -3.8039 1.8992 -3.9981
C -3.4912 -0.1231 -3.1724
C -4.2689 -1.4739 -2.5467
H -4.4471 -0.9026 -1.6024
H -5.3106 -1.6748 -2.8482
H -3.6022 -2.2093 -2.3797
H -3.2517 -0.7110 -4.1448
H -5.1238 1.2820 -1.1772
H -4.9273 2.6293 -1.8853
H -2.9391 2.5687 -0.3718
H -2.4233 2.8458 -2.0320
H -2.5923 0.0602 -0.6178
H 0.8945 -0.2082 -3.5247
H 1.1389 0.4698 3.9531
H 2.7439 0.1298 3.4083
H 4.1370 3.4742 3.0795
H 3.6654 2.4159 1.9265
H 4.6073 1.8061 3.0570
```

Calculated values
SMILES string = CCCc1nnc(SCC(=O)N2CCCC[C@@H]2C)n1CCOC
Maximum force = 0.387 Eh/bohr
ΔE to the lowest compared entry with this formula, charge and spin = 396.91 kcal/mol
Total charge = 0

Copy entry 3 word for word.
C16H28N4O2S | ωB97M-V/def2-TZVPD

Structure (XYZ):
```
51
Properties=species:S:1:pos:R:3
C 3.6786 2.4877 2.9275
C 2.3920 2.1362 3.5492
H 2.5954 2.0944 4.5690
H 1.6743 2.8470 3.3587
C 2.1106 0.9151 3.2256
C 1.5742 0.6683 1.9740
N 1.1654 1.6574 1.3393
N 0.9280 1.1718 -0.1466
C 1.0528 -0.1475 -0.0759
N 1.3825 -0.5109 1.1666
C 1.7906 -2.0989 1.5598
H 1.1862 -2.6535 1.0680
C 3.1914 -2.0600 1.1472
O 3.5072 -3.6644 1.5123
C 3.9262 -3.6789 2.8263
H 2.9198 -3.6835 3.6775
H 4.1580 -4.6142 3.0670
H 4.5574 -3.0021 3.3258
H 3.2134 -2.3016 -0.0743
H 3.8217 -1.6277 1.6650
H 1.7024 -1.9401 2.6413
S 0.5588 -1.4271 -1.1740
C 0.2516 -0.2034 -2.6799
H 0.3598 0.7967 -2.1285
C -0.9159 -0.3481 -3.5414
O -1.2130 -0.7912 -4.4983
N -2.2316 0.2481 -2.5622
C -2.2011 0.6175 -1.4488
H -1.2312 0.9171 -0.8407
C -3.0420 2.0915 -1.4126
C -4.3340 1.7726 -2.0610
C -4.2013 1.1936 -3.3713
H -5.3335 0.8597 -3.7084
H -3.8039 1.8992 -3.9981
C -3.4912 -0.1231 -3.1724
C -4.2689 -1.4739 -2.5467
H -4.4471 -0.9026 -1.6024
H -5.3106 -1.6748 -2.8482
H -3.6022 -2.2093 -2.3797
H -3.2517 -0.7110 -4.1448
H -5.1238 1.2820 -1.1772
H -4.9273 2.6293 -1.8853
H -2.9391 2.5687 -0.3718
H -2.4233 2.8458 -2.0320
H -2.5923 0.0602 -0.6178
H 0.8945 -0.2082 -3.5247
H 1.1389 0.4698 3.9531
H 2.7439 0.1298 3.4083
H 4.1370 3.4742 3.0795
H 3.6654 2.4159 1.9265
H 4.6073 1.8061 3.0570
```

Calculated values
SMILES string = CCCc1nnc(SCC(=O)N2CCCC[C@@H]2C)n1CCOC
Maximum force = 0.387 Eh/bohr
ΔE to the lowest compared entry with this formula, charge and spin = 396.91 kcal/mol
Total charge = 0

Question: What is the formula in the second record?
Answer: C16H28N2

Question: maximum force of number 2 (C16H28N2)?
Answer: 0.054 Eh/bohr